12
Properties=species:S:1:pos:R:3:forces:R:3:lowdin_charge:R:1 method="wB97M-V/def2-TZVPD" e_homo_ev=-2.73 total_charge=-1 spin_multiplicity=1 relative_energy_kcal_mol=7.2
S 1.691 1.224 0.742 0.0 0.0 0.1 -0.2402
H 1.837 2.462 0.246 0.0 0.0 0.0 -0.4789
C -0.696 -1.729 0.229 -0.2 0.5 0.4 -0.1910
N -0.647 -0.708 -0.791 0.7 -0.6 -0.5 -0.2212
C -1.885 -0.003 -0.956 0.1 0.2 0.4 -0.1938
H -1.615 -2.300 0.126 -0.1 -0.4 -0.2 0.0562
H -0.722 -1.301 1.245 0.1 0.0 0.1 0.0651
H 0.177 -2.379 0.170 0.0 -0.1 -0.1 0.0656
H 0.148 -0.091 -0.570 -0.4 0.2 -0.1 -0.0574
H -2.210 0.490 -0.020 -0.2 0.0 -0.2 0.0703
H -1.781 0.750 -1.736 0.0 0.1 0.1 0.0644
H -2.671 -0.693 -1.287 0.0 0.0 0.1 0.0608

12
Properties=species:S:1:pos:R:3:forces:R:3:lowdin_charge:R:1 method="wB97M-V/def2-TZVPD" e_homo_ev=-2.39 total_charge=-1 spin_multiplicity=1 relative_energy_kcal_mol=42.8
N 0.189 -0.451 2.350 -1.3 0.8 0.6 0.0000
H -0.442 -1.136 1.950 0.1 0.1 -0.3 -0.0074
H 0.294 0.278 1.653 0.1 -0.3 0.2 -0.0395
H 1.059 -0.905 2.378 1.4 -0.7 0.0 -0.0326
C -0.769 0.543 -0.749 -0.6 0.5 2.0 -0.3586
C 0.473 0.473 -1.545 0.6 -4.5 1.9 -0.4385
S 0.823 -1.704 -1.036 0.3 2.2 -0.9 -0.2103
H -0.507 0.735 0.345 -0.7 0.4 -1.8 0.0397
H -1.328 -0.377 -0.650 0.0 -0.4 -0.5 -0.0049
H -1.475 1.255 -1.125 -0.6 1.1 0.0 0.0332
H 1.300 0.858 -0.953 0.3 0.4 -1.1 0.0081
H 0.382 0.430 -2.618 0.4 0.5 -0.1 0.0108

Energy across the listed records, respectively: -533.95955 -533.90293 a.u..